Density functional theory data (the ωB97M-V functional and the def2-TZVPD basis) for a structure of composition C2H2N2O.

Output
M in g mol⁻¹: 70.05
Max |F| in eV Å⁻¹: 1.67
Net charge: 0
DFT total energy in Eh: -261.9383
HOMO-LUMO gap in eV: 9.2
HOMO level in eV: -9.267

XYZ file:
```
7
Properties=species:S:1:pos:R:3:forces:R:3
O 0.13181 -0.86092 0.03691 0.24 0.25 -0.05
N 0.19337 1.81676 -0.45847 -1.53 -0.59 0.33
N -0.82562 1.40743 -0.23968 1.49 0.63 -0.29
C 1.28778 -0.33416 -0.06248 -0.25 -0.37 -0.06
C -1.14121 -0.46822 -0.17661 0.07 -0.06 0.15
H 2.00521 -1.18094 -0.07462 -0.08 0.13 0.06
H -1.61832 -0.49353 0.82117 0.05 0.01 -0.14
```
Forces are in eV/Å.

Density functional theory data (the ωB97M-V functional and the def2-TZVPD basis) for the molecule C2H2N2O2.

Output
M in g mol⁻¹: 86.05
Max |F| in eV Å⁻¹: 2.38
Net charge: 0
DFT total energy in Eh: -337.2713
HOMO-LUMO gap in eV: 8.5
HOMO level in eV: -10.645

XYZ file:
```
8
Properties=species:S:1:pos:R:3:forces:R:3
O -1.65270 -0.80346 -0.27816 1.24 -0.02 0.05
O 2.03697 -0.07038 0.00478 0.07 0.59 0.20
N 0.50156 -1.37660 -0.18814 -2.34 0.39 -0.14
N -0.17524 0.91522 -0.04718 0.12 0.03 0.01
C 0.65520 -0.11025 -0.07295 0.26 -0.37 0.03
C -1.42116 0.42051 -0.17488 0.46 -0.22 0.01
H 2.29101 -0.14266 0.93858 0.01 0.08 -0.15
H -2.23563 1.16761 -0.18205 0.18 -0.47 -0.01
```
Forces are in eV/Å.

Density functional theory data (the ωB97M-V functional and the def2-TZVPD basis) for a structure of composition C2H2N2O2.

Output
M in g mol⁻¹: 86.05
Max |F| in eV Å⁻¹: 0.44
Net charge: 0
DFT total energy in Eh: -337.2567
HOMO-LUMO gap in eV: 9.2
HOMO level in eV: -10.399

XYZ file:
```
8
Properties=species:S:1:pos:R:3:forces:R:3
O -2.00314 -0.10059 0.43335 -0.19 -0.19 -0.09
O 1.84770 0.44777 0.47179 -0.16 -0.07 -0.40
N -0.62600 0.22715 1.46163 0.09 -0.05 -0.41
N 0.05074 -0.00542 -0.90594 -0.09 0.04 0.19
C 1.39712 0.23396 -0.63914 0.22 0.07 0.25
C -0.59254 0.06155 0.19327 0.17 0.04 0.35
H -2.18089 -1.05459 0.53343 0.03 0.17 0.00
H 2.03100 0.21290 -1.53734 -0.07 0.00 0.11
```
Forces are in eV/Å.

Density functional theory data (the ωB97M-V functional and the def2-TZVPD basis) for the molecule C2H2N2O2.

Output
M in g mol⁻¹: 86.05
Max |F| in eV Å⁻¹: 6.78
Net charge: 0
DFT total energy in Eh: -337.3158
HOMO-LUMO gap in eV: 11.1
HOMO level in eV: -10.505

XYZ file:
```
8
Properties=species:S:1:pos:R:3:forces:R:3
O -0.57681 -1.88915 -1.07298 -0.71 -4.38 -1.54
O 0.31611 0.75218 1.09950 0.69 -2.37 -3.81
N 0.40551 -0.63153 0.62948 -0.72 2.89 -2.21
N -0.49967 0.40620 -1.00461 0.50 0.36 -1.98
C -0.25920 -0.92089 -0.54543 0.52 5.82 2.42
C 0.00471 1.20973 -0.19505 -1.65 0.41 2.33
H 0.60413 -1.18006 1.31762 1.28 -4.23 5.14
H 0.00522 2.25351 -0.22854 0.09 1.50 -0.35
```
Forces are in eV/Å.

Density functional theory data (the ωB97M-V functional and the def2-TZVPD basis) for the molecule C2H2N2O2S.

Output
M in g mol⁻¹: 118.12
Max |F| in eV Å⁻¹: 4.30
Net charge: 0
DFT total energy in Eh: -735.4358
HOMO-LUMO gap in eV: 10.1
HOMO level in eV: -10.236

XYZ file:
```
9
Properties=species:S:1:pos:R:3:forces:R:3
S 0.62003 1.21777 0.19764 0.51 1.13 -0.10
O -2.26081 -1.34863 -0.34311 -1.51 -2.55 -0.94
O -2.09444 0.40408 0.86757 -0.37 0.21 0.88
N 0.96954 -2.59158 0.32535 0.08 0.51 0.05
N -1.69307 -0.49306 0.19789 3.22 2.73 -0.81
C 0.03492 -0.26930 -0.35269 -1.99 -1.78 -0.32
C 0.63413 -1.52150 0.06403 -0.07 -0.44 -0.03
H -0.06182 -0.27249 -1.42042 -0.42 -0.12 -0.56
H 0.73006 0.60657 1.33107 0.54 0.31 1.83
```
Forces are in eV/Å.

Density functional theory data (the ωB97M-V functional and the def2-TZVPD basis) for a structure of composition C2H2N2O2S.

Output
M in g mol⁻¹: 118.12
Max |F| in eV Å⁻¹: 4.27
Net charge: 0
DFT total energy in Eh: -735.4088
HOMO-LUMO gap (spin up / spin down) in eV: 7.3 / 7.6
HOMO level (spin up / spin down) in eV: -8.374 / -8.403

XYZ file:
```
9
Properties=species:S:1:pos:R:3:forces:R:3
S -1.23620 0.84791 -1.46120 0.38 0.01 1.04
O 0.56248 -0.41055 1.58892 1.03 0.46 -0.58
O -0.43446 -2.11505 -1.64700 -0.07 0.14 0.41
N -0.99831 -1.34531 -0.95591 0.57 -0.53 0.24
N 1.59913 1.50447 0.70230 2.06 1.64 -1.19
C 1.17582 0.46890 1.08323 -1.11 -1.03 1.51
C -1.17763 -0.38765 -0.13875 -0.68 0.30 -4.20
H 2.46434 1.90728 0.28655 -1.47 -0.92 0.64
H -1.95518 -0.47002 0.54186 -0.71 -0.07 2.14
```
Forces are in eV/Å.

Density functional theory data (the ωB97M-V functional and the def2-TZVPD basis) for the molecule C2H2N2O2S.

Output
M in g mol⁻¹: 118.12
Max |F| in eV Å⁻¹: 9.11
Net charge: 0
DFT total energy in Eh: -735.2963
HOMO-LUMO gap (spin up / spin down) in eV: 6.2 / 7.3
HOMO level (spin up / spin down) in eV: -6.564 / -12.036
Multiplicity: 3

XYZ file:
```
9
Properties=species:S:1:pos:R:3:forces:R:3
S 2.64781 -0.10938 -0.04818 5.61 5.35 4.78
O 2.38088 -0.57546 1.24449 -1.57 -2.89 2.37
O 3.99794 0.02470 -0.44788 2.05 -1.78 -2.38
N 1.46757 0.24297 -0.94952 -7.73 -0.56 -3.58
N 0.38410 -2.67687 -0.07730 -0.35 -0.08 0.07
C -0.00072 -0.12307 -0.22758 3.18 0.31 1.09
C 0.12249 -1.55806 -0.08155 0.10 -0.47 -0.05
H 0.11257 0.40192 0.82000 -0.75 -0.73 -2.21
H -0.76374 0.08586 -0.93960 -0.55 0.86 -0.10
```
Forces are in eV/Å.

Density functional theory data (the ωB97M-V functional and the def2-TZVPD basis) for the ion C2H2N2O3 with charge -2.

Output
M in g mol⁻¹: 102.05
Max |F| in eV Å⁻¹: 2.07
Net charge: -2
DFT total energy in Eh: -412.5468
HOMO-LUMO gap in eV: 6.6
HOMO level in eV: 0.726

XYZ file:
```
9
Properties=species:S:1:pos:R:3:forces:R:3
O 3.22693 0.17630 0.10790 -0.78 -0.19 0.02
O -2.57883 -0.00066 0.18228 -0.46 -0.52 0.08
O -1.29948 1.80763 -0.01291 0.39 0.45 -0.03
N 1.99070 -0.16694 0.35260 -0.32 0.42 -0.95
N 1.12662 0.12448 -0.55035 -0.84 -0.92 1.55
C -1.47460 0.58116 0.02802 0.24 -0.23 -0.07
C -0.27595 -0.41945 -0.10277 1.85 0.75 -0.57
H -0.56455 -1.15992 -0.86372 -0.02 0.11 0.18
H -0.15084 -0.94261 0.85896 -0.06 0.13 -0.20
```
Forces are in eV/Å.

M of number 6 (C2H2N2O2S)?
118.12 g mol⁻¹

Repeat the sixth record exactly.
Density functional theory data (the ωB97M-V functional and the def2-TZVPD basis) for a structure of composition C2H2N2O2S.

Output
M in g mol⁻¹: 118.12
Max |F| in eV Å⁻¹: 4.27
Net charge: 0
DFT total energy in Eh: -735.4088
HOMO-LUMO gap (spin up / spin down) in eV: 7.3 / 7.6
HOMO level (spin up / spin down) in eV: -8.374 / -8.403

XYZ file:
```
9
Properties=species:S:1:pos:R:3:forces:R:3
S -1.23620 0.84791 -1.46120 0.38 0.01 1.04
O 0.56248 -0.41055 1.58892 1.03 0.46 -0.58
O -0.43446 -2.11505 -1.64700 -0.07 0.14 0.41
N -0.99831 -1.34531 -0.95591 0.57 -0.53 0.24
N 1.59913 1.50447 0.70230 2.06 1.64 -1.19
C 1.17582 0.46890 1.08323 -1.11 -1.03 1.51
C -1.17763 -0.38765 -0.13875 -0.68 0.30 -4.20
H 2.46434 1.90728 0.28655 -1.47 -0.92 0.64
H -1.95518 -0.47002 0.54186 -0.71 -0.07 2.14
```
Forces are in eV/Å.